The following is a DFT calculation (ωB97M-V with the def2-TZVPD basis set) of a 2-piece molecular cluster, C7H4N2 overall in a non-equilibrium geometry.

The geometry in XYZ format:
```
13
C7H4N2 | OMol25 | ωB97M-V with the def2-TZVPD basis set
C 0.45206 1.69759 3.78579
C -1.00351 -0.28704 -1.69175
C 0.08909 0.57611 -1.69497
C -0.86264 -1.60685 -1.16574
C 0.93022 0.25251 -0.70330
C 0.98624 -1.04682 -0.14849
C 1.72679 -0.00180 0.39296
N 0.11746 2.19126 4.76510
N 0.24819 -2.02813 -0.54971
H -1.94458 0.02250 -2.31533
H 0.43007 1.44316 -2.36013
H -1.60268 -2.35767 -1.17670
H 0.43327 1.14518 2.86226
```

Output
Energy above the lowest of the compared OMol25 structures with the same formula, charge and spin (kJ/mol): 282.1
Charge: 0
Spin multiplicity: 1

***

The following is a DFT calculation (ωB97M-V with the def2-TZVPD basis set) of one molecule with the formula C7H4N2O in a non-equilibrium geometry.

The geometry in XYZ format:
```
14
C7H4N2O | OMol25 | ωB97M-V with the def2-TZVPD basis set
C 1.02562 0.60789 1.11144
C 2.58138 -0.58317 -0.14590
C -0.85710 0.71449 -0.98514
C -1.62273 0.34579 0.02890
C 0.44201 0.15874 -1.15029
C -1.35012 -0.85472 0.85995
C 1.32051 0.03109 -0.13470
N 0.71469 1.25517 2.03587
N 3.61506 -1.09207 0.07644
O -0.25449 -1.31885 1.18499
H -1.20173 1.41826 -1.78793
H -2.57371 0.73058 0.13505
H 0.60090 -0.07640 -2.25961
H -2.44027 -1.33682 1.03093
```

Output
Energy above the lowest of the compared OMol25 structures with the same formula, charge and spin (kJ/mol): 38.9
Charge: 0
Spin multiplicity: 1